*w*
{
  "formula": "C4H10NO2",
  "method": "ωB97M-V/def2-TZVPD",
  "symbols": ["C", "C", "C", "O", "N", "C", "O", "H", "H", "H", "H", "H", "H", "H", "H", "H", "H"],
  "coordinates": [[0.251, -1.807, -0.260], [-0.186, -0.389, 0.083], [-0.330, 0.503, -1.146], [-1.061, -0.178, -2.174], [0.624, 0.140, 1.179], [0.090, 1.392, 1.725], [0.741, 2.515, 1.411], [1.096, -1.818, -0.949], [0.568, -2.299, 0.652], [-0.544, -2.337, -0.772], [-1.216, -0.521, 0.439], [0.650, 0.782, -1.547], [-0.866, 1.425, -0.947], [-0.402, -0.615, -2.724], [1.509, 0.414, 0.742], [0.053, 1.327, 2.834], [-0.977, 1.468, 1.454]],
  "multiplicity": 2,
  "s2": 0.755,
  "orbital_gap_ev": [10.27, 7.66]
}



*x*
{
  "formula": "C4H10NO2",
  "method": "ωB97M-V/def2-TZVPD",
  "symbols": ["O", "C", "C", "N", "C", "C", "O", "H", "H", "H", "H", "H", "H", "H", "H", "H", "H"],
  "coordinates": [[1.213, -0.026, 1.954], [1.084, 1.084, 1.088], [0.203, 0.700, -0.078], [0.466, -0.811, -0.420], [-0.479, -1.370, -1.463], [-1.275, 0.854, 0.276], [1.851, 2.076, 1.097], [1.789, 0.178, 2.662], [0.473, 1.449, -0.835], [0.265, -1.254, 0.471], [1.442, -0.980, -0.661], [0.148, -1.845, -2.216], [-0.964, -0.598, -2.050], [-1.185, -2.084, -1.059], [-1.984, 0.618, -0.521], [-1.572, 0.166, 1.084], [-1.475, 1.843, 0.669]],
  "multiplicity": 2,
  "s2": 0.753,
  "orbital_gap_ev": [3.85, 8.42]
}



Which is most stable? The ranking, best first, is *w*, *x*.



*w*
{
  "formula": "C6H13N4S",
  "method": "ωB97M-V/def2-TZVPD",
  "symbols": ["C", "C", "C", "C", "C", "C", "N", "N", "N", "N", "S", "H", "H", "H", "H", "H", "H", "H", "H", "H", "H", "H", "H", "H"],
  "coordinates": [[1.505, -1.317, -0.637], [1.097, -0.510, -1.699], [0.965, 1.410, -0.312], [1.143, -0.829, 0.619], [-2.183, -0.355, 0.526], [-1.742, -1.344, -0.477], [1.080, 0.896, -1.523], [0.684, 0.580, 0.741], [1.228, 2.739, -0.096], [1.266, -1.492, 1.806], [-1.106, -1.034, -1.960], [1.997, -2.257, -0.682], [1.418, -0.887, -2.632], [-2.572, -0.905, 1.444], [-2.973, 0.275, 0.091], [-1.447, 0.263, 0.942], [-1.484, -2.249, -0.003], [1.483, 1.607, -2.211], [0.582, 0.998, 1.590], [1.103, 3.319, -0.888], [1.340, 3.228, 0.744], [0.934, -2.414, 1.689], [0.779, -1.100, 2.712], [-1.443, 0.162, -2.075]],
  "charge": 1,
  "orbital_gap_ev": [6.91, 6.91]
}



*x*
{
  "formula": "C6H13N4S",
  "method": "ωB97M-V/def2-TZVPD",
  "symbols": ["C", "C", "C", "C", "C", "C", "N", "N", "N", "N", "S", "H", "H", "H", "H", "H", "H", "H", "H", "H", "H", "H", "H", "H"],
  "coordinates": [[-1.568, 0.871, 0.227], [-0.824, -0.289, 0.349], [2.618, -0.308, 0.374], [1.724, -0.826, -1.924], [-2.813, -1.382, 2.054], [1.474, -0.972, -0.436], [0.247, 1.142, -0.978], [0.281, -0.162, -0.354], [-0.841, 1.624, -0.585], [-1.114, 2.932, -0.865], [-1.169, -1.715, 1.310], [-2.381, 1.163, 0.757], [2.639, 0.633, 0.039], [3.553, -0.847, 0.332], [2.351, -0.427, 1.435], [2.547, -1.520, -2.207], [2.071, 0.130, -2.235], [0.906, -1.113, -2.595], [-3.107, -2.414, 2.200], [-3.510, -0.677, 1.438], [-2.560, -0.858, 3.083], [1.451, -1.955, 0.000], [-1.634, 3.490, -0.209], [-0.341, 3.480, -1.209]],
  "charge": 1,
  "smiles": "CSc1c[n+](N)nn1C(C)C",
  "orbital_gap_ev": 9.45
}



Which is most stable? The ranking, best first, is *x*, *w*.



*w*
{
  "formula": "C4H9FN2S",
  "method": "ωB97M-V/def2-TZVPD",
  "symbols": ["C", "C", "C", "C", "H", "H", "H", "H", "H", "H", "H", "H", "H", "N", "N", "F", "S"],
  "coordinates": [[0.013, -0.582, 1.248], [-0.098, 0.064, -0.107], [1.266, 0.624, -0.583], [-1.159, 1.124, -0.153], [-1.020, -0.985, 1.495], [0.768, -1.341, 1.290], [0.271, 0.211, 1.980], [1.409, 1.451, 0.139], [1.164, 1.159, -1.546], [2.115, -1.136, -1.185], [2.547, -0.601, 0.264], [-0.889, 2.190, -0.006], [-2.497, -1.498, -0.473], [2.295, -0.284, -0.668], [-2.435, 1.004, -0.278], [-0.412, -0.974, -1.024], [-3.339, -0.425, -0.392]],
  "smiles": "C[C@@](F)(/C=N\\S)CN",
  "orbital_gap_ev": 9.73
}



*x*
{
  "formula": "C4H9FN2S",
  "method": "ωB97M-V/def2-TZVPD",
  "symbols": ["C", "C", "C", "C", "H", "H", "H", "H", "H", "H", "H", "H", "H", "N", "N", "F", "S"],
  "coordinates": [[-0.340, 0.522, 1.862], [0.580, 0.488, 0.656], [-1.319, -0.074, -0.867], [-1.502, -1.027, -2.003], [0.495, -0.915, 2.952], [-0.437, -1.511, 1.761], [-1.432, 0.829, 1.591], [0.054, 1.261, 2.641], [0.763, 0.128, -1.225], [-1.684, 0.899, -1.208], [-1.850, -0.425, 0.013], [-2.587, -1.255, -2.133], [-0.984, -1.973, -1.825], [-0.389, -0.809, 2.488], [0.088, 0.067, -0.490], [-1.078, -0.456, -3.209], [2.185, 0.800, 0.902]],
  "smiles": "NCC(=S)NCCF",
  "orbital_gap_ev": 9.00
}



*y*
{
  "formula": "C4H9FN2S",
  "method": "ωB97M-V/def2-TZVPD",
  "symbols": ["C", "C", "C", "C", "H", "H", "H", "H", "H", "H", "H", "H", "H", "N", "N", "F", "S"],
  "coordinates": [[1.337, -0.113, 1.414], [0.485, -0.005, -0.994], [-0.949, -0.798, -0.636], [-2.091, -0.086, 0.136], [0.225, -0.228, 2.053], [1.929, -1.093, 1.337], [1.825, 0.708, 1.973], [3.283, 1.957, 0.034], [0.219, -0.635, -2.652], [-0.974, -1.731, 0.029], [-1.426, -1.167, -1.521], [-2.242, 1.272, -0.130], [-1.943, -0.049, 1.318], [0.976, 0.633, 0.086], [0.769, 0.096, -2.214], [-2.954, -1.118, -0.127], [1.530, 2.356, -0.106]],
  "orbital_gap_ev": 8.62
}



Which is most stable? The ranking, best first, is *x*, *w*, *y*.



*w*
{
  "formula": "C5H31NO12",
  "method": "ωB97M-V/def2-TZVPD",
  "symbols": ["C", "N", "C", "O", "C", "C", "C", "O", "H", "H", "H", "H", "H", "H", "H", "H", "H", "H", "H", "H", "H", "O", "H", "H", "O", "H", "H", "O", "H", "H", "O", "H", "H", "O", "H", "H", "O", "H", "H", "O", "H", "H", "O", "H", "H", "O", "H", "H", "O"],
  "coordinates": [[-1.585, 0.279, -2.121], [-1.089, 1.586, -1.775], [-1.775, 2.666, -1.352], [-1.139, 3.629, -0.932], [-0.566, -0.695, -1.521], [-0.764, -0.742, 0.027], [0.213, 0.118, 0.810], [-0.671, -2.123, 0.363], [-2.568, 0.016, -1.735], [-1.677, 0.130, -3.198], [-0.108, 1.716, -1.959], [-2.861, 2.574, -1.249], [0.429, -0.373, -1.841], [-0.594, -1.737, -1.832], [-1.770, -0.378, 0.253], [-0.298, 0.647, 1.618], [0.740, 0.892, 0.252], [1.077, -0.467, 1.143], [-0.821, -2.299, 1.303], [-3.683, -2.864, 0.338], [-2.197, -3.445, 0.529], [-3.116, -3.460, 0.818], [1.417, -2.949, -0.896], [2.596, -2.368, -1.642], [2.229, -3.218, -1.345], [2.144, 2.601, -0.546], [2.680, 2.750, -1.975], [2.446, 2.093, -1.312], [1.490, 4.260, 0.914], [0.476, 3.452, 0.047], [1.300, 3.390, 0.554], [0.528, -0.773, 2.487], [0.388, -1.942, 3.425], [-0.053, -1.526, 2.683], [3.145, -0.415, -3.017], [2.912, 0.202, -1.668], [2.610, -0.547, -2.229], [-4.049, 0.910, 1.166], [-3.503, 0.076, 0.074], [-4.244, 0.664, 0.253], [-3.379, -1.416, 1.969], [-1.917, -1.214, 2.215], [-2.775, -0.778, 2.360], [4.324, -0.064, 1.210], [3.420, -0.972, 0.247], [3.556, -0.108, 0.641], [2.728, 0.137, 1.850], [2.080, 1.446, 2.053], [2.273, 0.638, 2.541]],
  "smiles": "C[C@H](O)CCNC=O.O.O.O.O.O.O.O.O.O.O",
  "orbital_gap_ev": 10.03
}



*x*
{
  "formula": "C5H31NO12",
  "method": "ωB97M-V/def2-TZVPD",
  "symbols": ["C", "N", "C", "O", "C", "C", "C", "O", "H", "H", "H", "H", "H", "H", "H", "H", "H", "H", "H", "H", "H", "O", "H", "H", "O", "H", "H", "O", "H", "H", "O", "H", "H", "O", "H", "H", "O", "H", "H", "O", "H", "H", "O", "H", "H", "O", "H", "H", "O"],
  "coordinates": [[1.574, 1.253, -1.308], [0.539, 1.488, -0.265], [-0.411, 0.621, 0.111], [-1.257, 1.052, 0.868], [0.846, 1.038, -2.641], [1.499, 0.298, -3.776], [1.222, -1.201, -3.912], [-0.112, -1.313, -4.013], [2.169, 2.247, -1.349], [2.126, 0.358, -1.062], [0.530, 2.411, 0.141], [-0.415, -0.421, -0.349], [0.847, 2.187, -3.229], [-0.132, 0.622, -2.418], [2.676, 0.393, -3.661], [1.168, 0.714, -4.687], [1.560, -1.415, -4.968], [1.579, -2.058, -3.307], [-0.434, -1.492, -3.127], [0.109, -2.114, 1.035], [1.214, -0.934, 1.408], [0.886, -1.631, 0.735], [-2.568, -1.112, -0.422], [-2.753, -2.463, -1.222], [-2.110, -1.833, -0.893], [-1.488, -3.803, 1.402], [-0.581, -3.262, 0.362], [-0.631, -4.047, 0.920], [4.145, 1.490, 0.144], [3.191, 1.280, 1.217], [3.584, 2.038, 0.739], [-2.079, -3.077, 3.855], [-3.121, -2.561, 2.846], [-2.122, -2.797, 2.953], [-2.829, 1.140, 2.777], [-2.697, 0.432, 1.512], [-3.292, 0.436, 2.226], [0.215, 2.413, 2.054], [-0.637, 1.913, 3.242], [0.282, 2.085, 2.972], [-0.882, 3.775, -1.778], [-1.855, 3.872, -2.846], [-0.891, 3.818, -2.625], [1.097, 0.037, 2.255], [2.356, 0.194, 3.253], [2.012, 0.280, 2.388], [-1.063, -0.416, 2.173], [-1.069, -1.233, 3.248], [-0.417, -0.784, 2.796]],
  "smiles": "O=CNCCCCO.O.O.O.O.O.O.O.O.O.O",
  "orbital_gap_ev": 9.61
}



Which is most stable? The ranking, best first, is *w*, *x*.



*w*
{
  "formula": "C3H4NP",
  "method": "ωB97M-V/def2-TZVPD",
  "symbols": ["C", "C", "C", "N", "P", "H", "H", "H", "H"],
  "coordinates": [[1.054, -0.152, -0.426], [-0.046, -0.924, -0.316], [-0.379, 1.541, -0.090], [0.824, 1.197, -0.247], [-1.533, 0.022, -0.169], [2.294, -0.649, -0.271], [-0.049, -2.001, -0.316], [-0.598, 2.568, -0.310], [-1.875, -0.579, 1.047]],
  "orbital_gap_ev": 9.40
}



*x*
{
  "formula": "C3H4NP",
  "method": "ωB97M-V/def2-TZVPD",
  "symbols": ["C", "C", "C", "N", "P", "H", "H", "H", "H"],
  "coordinates": [[-1.461, 0.734, -0.170], [0.628, 1.138, 0.067], [-0.557, -1.315, 0.060], [-1.596, -0.494, -0.061], [0.953, -0.469, -0.184], [-2.141, 1.549, -0.176], [1.109, 2.014, -0.306], [-0.697, -2.379, 0.019], [1.929, -1.179, 0.488]],
  "orbital_gap_ev": [7.37, 7.38]
}



Which is most stable? The ranking, best first, is *w*, *x*.



*w*
{
  "formula": "C2H2O2P",
  "method": "ωB97M-V/def2-TZVPD",
  "symbols": ["C", "C", "O", "O", "P", "H", "H"],
  "coordinates": [[0.810, 0.173, -0.708], [1.851, -0.130, -2.240], [1.444, 0.685, -3.073], [2.726, -0.927, -2.246], [0.896, -0.560, 0.813], [0.317, 1.211, -0.673], [0.221, 0.445, 1.518]],
  "charge": -1,
  "smiles": "[H]/P=C/C(=O)[O-]",
  "orbital_gap_ev": 8.67
}



*x*
{
  "formula": "C2H2O2P",
  "method": "ωB97M-V/def2-TZVPD",
  "symbols": ["C", "C", "O", "O", "P", "H", "H"],
  "coordinates": [[-0.768, -0.859, 0.715], [-1.346, 0.806, -3.144], [-1.379, -0.195, -3.785], [-1.502, 1.872, -2.696], [-0.386, -0.538, -0.855], [-0.894, -1.990, 0.573], [-0.103, -1.805, -1.668]],
  "charge": -1,
  "orbital_gap_ev": 6.69
}



Which is most stable? The ranking, best first, is *w*, *x*.